75
Properties=species:S:1:pos:R:3 method="wB97M-V/def2-TZVPD" energy_ev=-143509.610 e_above_lowest_kj_mol=0.0 lumo_ha=-0.091 homo_energy_ev=-10.5 gap_ha=0.29629 total_charge=+1
Sn 0.92 0.03 -1.30
Br 1.60 -2.65 -3.77
Cl 2.76 -2.61 0.24
P 1.13 -0.30 1.86
O -2.34 2.73 -2.04
N 0.68 -0.06 -4.04
N -1.03 0.87 -1.68
N 0.83 2.41 -0.50
N -0.78 -1.76 -1.30
C -2.86 -3.56 -1.54
C 3.45 -3.64 2.62
C 2.59 1.60 3.22
C -0.40 0.90 -5.97
C -0.66 4.27 -0.36
C -1.34 2.18 -1.59
C -3.30 -1.58 2.00
C 2.08 -1.74 4.09
C 0.30 -1.40 -5.97
C -0.29 -0.33 -6.61
C 2.75 -2.63 1.98
C 1.71 3.07 0.25
C 2.83 2.63 4.11
C -1.94 -1.38 -1.83
C 0.11 0.97 -4.68
C 0.27 1.56 3.85
C -1.58 0.03 1.53
C 0.51 2.60 4.74
C 1.78 3.14 4.87
C -2.07 0.05 -2.28
C 0.77 -1.21 -4.68
C -1.66 -3.95 -0.97
C -2.92 -0.33 1.52
C 3.46 -3.70 4.00
C 2.77 -2.75 4.74
C -0.65 -3.02 -0.87
C -1.00 -2.08 2.52
C 1.31 1.05 3.09
C -2.34 -2.45 2.51
C 0.25 4.94 0.44
C -3.00 -2.26 -1.98
C 2.06 -1.65 2.70
C -1.05 2.10 -6.60
C 1.45 4.33 0.76
C -0.33 2.99 -0.80
C -0.61 -0.83 2.03
H -2.02 0.08 -3.38
H -3.93 -1.91 -2.42
H 0.32 -3.29 -0.45
H 3.98 -4.38 2.03
H -3.68 -4.27 -1.64
H -3.67 0.35 1.13
H 4.01 -4.49 4.50
H -1.29 1.01 1.14
H -4.34 -1.87 1.99
H -0.26 -2.76 2.92
H -0.67 -0.44 -7.62
H -0.72 1.14 3.77
H 3.41 1.20 2.63
H -2.64 -3.41 2.89
H -0.43 2.99 -6.49
H 0.40 -2.37 -6.45
H -2.01 2.31 -6.13
H -3.05 0.44 -2.02
H 3.82 3.04 4.22
H 0.05 1.90 -4.11
H 1.55 -0.99 4.68
H -1.22 1.94 -7.66
H 2.64 2.56 0.46
H -1.50 -4.96 -0.61
H 2.77 -2.79 5.82
H -1.61 4.68 -0.65
H 2.18 4.82 1.39
H -0.31 2.99 5.34
H 1.96 3.94 5.57
H 0.02 5.93 0.81